Entry 1:
Density functional theory data (ωB97M-V/def2-TZVPD) for a molecular structure, C5H6S3 in a non-equilibrium geometry.

* E_tot: -37785.410 eV
* orbital gap: 8.25 eV
* HOMO: -8.7686 eV
* energy relative to the best compared isomer or geometry (same formula, charge and spin): 229.93 kJ/mol

```
! RIJCOSX wB97M-V def2-TZVPD def2/J DEFGRID3
* xyz 0 1
C -2.369 0.353 -0.078
C 0.001 0.283 0.160
C 1.389 0.047 0.173
C -1.222 -0.498 0.525
C 2.471 0.843 -0.432
S -4.026 0.385 -0.061
S -1.097 1.520 -0.673
S -1.189 -2.179 -0.258
H 1.612 -0.678 0.839
H -1.345 -0.447 1.647
H 3.368 0.415 -0.193
H 2.538 1.841 -0.176
H 2.335 0.733 -1.579
H -2.466 -2.617 0.107
*
```

=====

Entry 2:
Density functional theory data (ωB97M-V/def2-TZVPD) for 2 unconnected molecules or ions with the total composition C3H10O2S in a non-equilibrium geometry.

* E_tot: -18202.216 eV
* orbital gap: 9.34 eV
* SMILES: OCCCS.O
* HOMO: -8.9619 eV
* energy relative to the best compared isomer or geometry (same formula, charge and spin): 81.82 kJ/mol

```
! RIJCOSX wB97M-V def2-TZVPD def2/J DEFGRID3
* xyz 0 1
C -1.439 0.732 0.050
O -2.092 0.000 1.073
C -0.052 1.281 0.507
C 0.916 1.575 -0.664
S 1.113 0.107 -1.761
H -1.212 -0.037 -0.706
H -2.175 1.482 -0.202
H -1.674 -0.801 1.409
H -0.258 2.283 0.909
H 0.386 0.616 1.260
H 1.891 2.052 -0.600
H 0.572 2.311 -1.410
H 1.701 -0.801 -0.951
H 0.648 -3.620 1.352
H -0.393 -3.096 2.143
O 0.572 -3.010 2.097
*
```

=====

Entry 3:
Density functional theory data (ωB97M-V/def2-TZVPD) for C20H24N2O2 in the gas phase.

* E_tot: -28204.748 eV
* orbital gap: 8.32 eV
* SMILES: COc1ccc(N2CCN(C(=O)CCc3ccccc3)CC2)cc1
* HOMO: -7.6110 eV
* energy relative to the best compared isomer or geometry (same formula, charge and spin): 189.89 kJ/mol

```
! RIJCOSX wB97M-V def2-TZVPD def2/J DEFGRID3
* xyz 0 1
C -5.377 -3.157 0.382
H -5.009 -3.256 1.409
O -4.378 -2.682 -0.484
C -3.853 -1.442 -0.251
C -4.207 -0.606 0.801
C -3.603 0.630 0.936
C -2.628 1.071 0.044
C -2.282 0.225 -1.010
C -2.886 -1.006 -1.154
H -2.610 -1.659 -1.967
H -1.521 0.505 -1.722
N -2.080 2.354 0.245
C -1.353 2.520 1.486
H -1.102 3.578 1.587
C -0.077 1.647 1.469
N 0.424 1.564 0.114
C 0.986 0.473 -0.463
O 1.293 0.471 -1.641
C 1.187 -0.737 0.435
H 1.579 -0.426 1.404
H 0.206 -1.201 0.581
C 2.145 -1.751 -0.205
C 3.573 -1.313 -0.034
C 4.202 -0.542 -1.002
C 5.505 -0.114 -0.821
C 6.197 -0.452 0.330
C 5.577 -1.220 1.301
C 4.273 -1.645 1.119
H 3.794 -2.247 1.880
H 6.111 -1.490 2.201
H 7.216 -0.121 0.470
H 5.984 0.486 -1.581
H 3.658 -0.270 -1.894
H 1.999 -2.725 0.267
H 1.904 -1.832 -1.265
C 0.181 2.743 -0.692
C -1.340 2.981 -0.834
H -1.543 4.058 -0.788
H -1.716 2.613 -1.787
H 0.649 2.578 -1.663
H 0.661 3.600 -0.209
H -0.338 0.648 1.821
H 0.686 2.069 2.137
H -1.976 2.235 2.333
H -3.906 1.272 1.750
H -4.956 -0.899 1.520
H -6.259 -2.508 0.374
H -5.653 -4.141 0.004
*
```